Formula: C28H36MnN3S2Si2Te
Source: OMol25
Level of theory: wB97M-V/def2-TZVPD

- orbital gap (alpha / beta) (Ha) = 0.1880 / 0.1951
- net charge = -1
- E_LUMO (alpha / beta) (eV) = 2.143 / 2.141
- multiplicity = 6

Last column: Mulliken spin population.
Atoms and positions in Å:
C: -2.07 3.48 -3.06  0.002
H: -1.21 2.45 3.75  0.000
N: -0.10 -0.17 2.20  0.035
Te: -1.93 -1.14 -1.61  -0.010
H: 1.39 4.81 -4.11  0.000
C: 0.32 6.95 1.82  0.000
H: 0.20 3.56 1.88  0.002
C: -1.26 1.58 4.42  0.005
H: 0.72 1.27 -2.48  0.004
H: 0.75 7.78 2.36  0.000
H: -0.38 1.63 5.07  0.000
H: 2.14 1.17 -3.52  -0.001
H: -2.15 1.68 5.04  0.000
C: 1.27 -0.14 2.46  -0.022
C: 0.11 4.32 -2.47  -0.001
N: 1.64 -0.20 0.07  0.069
S: -1.51 3.39 -0.39  0.034
C: 1.81 1.23 -2.48  0.019
H: 1.20 5.47 3.10  0.000
S: -4.49 0.94 -0.95  0.004
C: -0.52 4.10 -4.78  0.000
H: 4.78 0.56 -1.26  0.000
H: -1.40 -2.42 4.13  0.000
C: 2.18 -0.14 1.34  0.033
C: 3.55 -0.07 1.62  -0.007
H: -6.87 -1.39 0.37  0.000
H: 2.19 2.16 -2.06  0.001
C: 4.29 -0.34 -1.64  0.003
H: -3.03 3.07 -2.75  0.000
H: -0.27 4.19 -5.83  0.000
H: 0.84 4.57 -1.71  -0.001
H: 4.24 -0.06 0.80  0.000
H: -2.92 0.70 1.66  -0.024
H: 4.70 -1.20 -1.11  0.000
H: 2.06 -1.73 -3.48  0.000
H: -4.63 -2.58 -0.33  0.000
C: -0.76 4.81 0.43  0.011
C: -0.49 7.18 0.71  0.000
H: -0.56 -1.46 5.35  0.000
C: 1.80 -0.09 3.75  0.003
H: 4.55 -0.45 -2.70  0.000
C: -1.76 3.61 -4.40  0.000
H: -2.49 3.33 -5.15  0.000
H: 0.37 2.36 -0.14  -0.002
Mn: -0.47 -0.01 0.19  4.784
C: -1.03 6.11 0.02  -0.003
H: -0.69 8.19 0.39  0.000
H: -6.77 1.20 -0.09  0.000
C: -4.81 -1.51 -0.43  0.000
C: -2.94 -0.04 2.47  0.057
H: 0.75 -1.99 -2.32  -0.012
C: 1.83 -1.82 -2.41  0.017
C: -3.87 -0.67 -0.92  0.016
C: -1.40 -1.46 4.66  0.001
H: -3.79 0.20 3.12  0.000
Si: -1.30 -0.03 3.41  0.031
C: -6.00 0.47 -0.27  0.001
H: -1.66 6.28 -0.85  0.000
C: 4.05 -0.01 2.92  0.003
C: -1.14 3.84 -2.10  0.007
C: -6.03 -0.87 -0.05  0.000
Si: 2.39 -0.28 -1.46  -0.021
H: 2.33 -2.72 -2.04  0.001
C: 0.57 5.65 2.24  0.001
C: 3.17 -0.02 3.99  0.001
C: 0.41 4.45 -3.81  0.000
H: -3.13 -1.02 2.02  0.006
N: -0.62 2.15 0.01  -0.051
H: 3.55 0.02 5.01  0.000
H: -2.32 -1.40 5.24  0.000
C: 0.02 4.58 1.56  -0.001
H: 5.12 0.05 3.09  0.001
H: 1.12 -0.10 4.59  0.003

Formula: CH5NO2
Source: OMol25
Level of theory: wB97M-V/def2-TZVPD

- orbital gap (Ha) = 0.3518
- E_LUMO (eV) = 0.570

Last column: natural (NBO) charge in e.
Atoms and positions in Å:
O: -1.25 0.32 0.64  -0.690
C: 0.02 -0.21 -1.52  0.303
N: -0.06 0.20 1.26  -0.397
H: -0.71 -0.53 -2.25  0.142
H: 0.37 1.18 1.38  0.367
O: 0.77 -1.03 -0.96  -0.607
H: 0.57 -0.42 0.66  0.409
H: 0.36 0.79 -1.47  0.121
H: -0.07 -0.30 2.27  0.353

Formula: C4H5O2S2
Source: OMol25
Level of theory: wB97M-V/def2-TZVPD

- orbital gap (alpha / beta) (Ha) = 0.2309 / 0.2309
- net charge = -1
- E_LUMO (alpha / beta) (eV) = 3.342 / 3.342

Last column: natural (NBO) charge in e.
Atoms and positions in Å:
H: -3.83 -1.51 -1.03  0.020
O: 2.40 -0.77 -0.55  -0.721
H: 3.14 -1.12 -0.11  0.474
C: 2.32 0.55 -0.05  0.738
H: 1.31 2.28 0.17  0.217
C: 1.11 1.26 -0.16  -0.447
H: -0.28 -0.20 -0.88  0.221
S: -3.74 -0.44 0.00  -0.150
S: -1.49 1.69 -0.12  0.245
H: -1.48 -0.51 0.70  0.166
O: 3.32 1.03 0.43  -0.645
C: -2.26 0.26 0.66  -0.841
C: -0.07 0.87 -0.66  -0.278

Formula: C27H30N10S4V
Source: OMol25
Level of theory: wB97M-V/def2-TZVPD

- orbital gap (alpha / beta) (Ha) = 0.2741 / 0.2779
- net charge = +2
- E_LUMO (alpha / beta) (eV) = -6.172 / -6.451
- multiplicity = 4

Last column: Mulliken spin population.
Atoms and positions in Å:
N: -0.78 -0.20 -0.86  -0.030
S: -0.59 0.07 2.29  -0.003
C: 0.74 -3.57 -0.59  -0.009
N: 2.46 4.59 -0.08  0.001
H: 2.61 1.01 -1.99  0.004
H: 1.88 2.28 3.98  -0.002
H: 3.53 -1.16 -0.02  -0.002
N: 3.47 4.64 -1.01  0.001
N: -6.64 -3.77 -2.62  0.003
C: -1.86 0.44 -1.33  0.015
C: 2.96 -3.21 -0.37  -0.007
H: 2.30 5.38 0.53  -0.001
H: -6.88 -2.40 -4.13  0.000
H: 3.97 -3.60 -0.36  0.000
C: 3.41 3.49 -1.60  0.002
H: 2.98 -1.31 4.58  0.000
N: 1.97 -4.07 -0.53  0.034
C: 1.63 1.27 3.66  -0.003
C: -6.26 -2.69 -3.30  -0.001
C: 3.78 -0.31 2.81  -0.001
C: -2.78 2.77 -1.15  0.001
H: 3.70 2.75 -3.59  0.000
C: 4.29 3.01 -2.70  0.000
H: 4.06 -2.27 3.62  0.000
N: -2.77 4.07 -1.43  0.000
H: 2.00 0.59 4.42  0.000
H: 4.43 0.24 3.49  -0.002
C: -1.95 -2.27 -1.16  -0.010
H: -0.32 0.82 4.52  -0.001
H: 4.98 3.81 -2.97  0.000
H: -0.34 2.13 3.37  0.006
S: 2.61 0.91 2.16  -0.014
H: 0.19 -2.94 4.44  0.001
H: -0.07 -4.28 -0.73  -0.001
C: -5.87 -4.14 -1.59  -0.001
H: -3.87 0.35 -2.03  -0.001
H: 0.13 4.04 -3.11  0.000
C: -0.76 -1.51 3.18  0.019
C: -4.33 -2.35 -1.93  0.001
H: -1.94 -3.35 -1.14  -0.001
C: -5.12 -1.94 -3.00  0.003
C: -0.83 -1.56 -0.81  0.075
C: -0.71 3.66 -2.54  0.004
H: -4.14 -3.81 -0.36  0.000
C: -3.03 -0.22 -1.67  -0.003
H: -4.86 -1.09 -3.61  0.000
H: -1.57 -1.36 3.88  -0.002
N: 1.49 -1.36 -0.26  -0.111
C: 0.47 -2.03 3.91  -0.001
C: -1.77 1.91 -1.56  0.013
H: -1.11 -2.23 2.43  0.001
H: 4.87 2.15 -2.39  0.000
H: -6.19 -5.01 -1.04  0.000
C: 0.09 1.15 3.56  0.004
S: 0.45 2.94 0.86  -0.014
H: 4.39 -0.59 1.96  0.002
V: 0.84 0.47 0.28  2.926
C: 3.24 -1.56 3.55  0.000
C: -4.71 -3.47 -1.22  0.004
C: 1.78 3.45 -0.07  0.008
S: 1.85 -2.43 2.81  0.004
N: -0.72 2.36 -2.24  0.008
H: -1.72 5.56 -2.40  0.000
N: 1.91 1.47 -1.42  -0.012
H: 0.80 -1.32 4.66  -0.001
N: 2.40 2.74 -1.04  0.015
C: 0.49 -2.21 -0.51  0.025
H: -3.62 2.39 -0.56  0.000
C: -3.10 -1.60 -1.57  0.000
H: 1.07 1.65 -2.00  -0.004
C: -1.74 4.51 -2.14  0.000
C: 2.73 -1.85 -0.21  0.056

Calculated largest force on an atom, 1.3, 3.5, 2.5, 1.8 eV/Å (same order as the records).